1.
C12H30ClI2N2OP2Pd | ωB97M-V/def2-TZVPD

The geometry in XYZ format:
```
51
Properties=species:S:1:pos:R:3:mulliken_charge:R:1
I 0.083 0.811 1.881 0.02
I -0.091 -2.107 1.156 0.41
Pd 0.057 0.640 -0.959 -0.60
P -2.185 0.027 -0.667 0.79
C -3.087 -0.027 0.913 -0.93
C -2.930 1.406 -1.564 -1.16
H -3.992 1.207 -1.736 0.43
H -3.837 -1.396 -1.650 0.46
H -2.371 1.491 -2.504 0.44
H -2.233 -1.515 -2.481 0.39
H -2.993 0.935 1.433 0.31
H -2.796 2.320 -0.973 0.36
C -2.747 -1.469 -1.517 -1.07
H -4.150 -0.241 0.729 0.50
H -2.487 -2.348 -0.916 0.33
H -2.678 -0.834 1.536 0.33
P 2.315 0.103 -0.635 1.00
C 3.289 0.105 0.912 -1.00
C 2.919 -1.383 -1.476 -1.11
H 2.423 1.587 -2.475 0.44
H 4.054 1.357 -1.717 0.43
H 2.821 2.413 -0.940 0.37
C 2.985 1.510 -1.539 -1.21
H 2.402 -1.478 -2.437 0.36
H 4.006 -1.290 -1.621 0.45
H 4.349 0.261 0.659 0.48
H 3.187 -0.854 1.436 0.30
H 2.690 -2.254 -0.851 0.35
H 2.958 0.910 1.582 0.35
Cl 0.068 0.132 -3.239 -0.35
C -2.702 0.239 4.803 -0.68
N -1.294 0.231 5.089 0.22
C -0.699 1.476 5.523 -0.32
C 0.588 1.167 6.241 -0.95
C 1.504 0.373 5.360 -0.31
N 0.817 -0.773 4.825 0.39
C 1.629 -1.797 4.248 -0.38
C -0.561 -0.869 4.677 0.13
O -1.104 -1.863 4.181 -0.56
H -2.924 0.570 3.773 0.19
H -3.194 0.933 5.507 0.37
H -3.118 -0.761 4.945 0.34
H -0.528 2.129 4.651 0.20
H -1.427 1.961 6.194 0.46
H 0.362 0.602 7.145 0.35
H 1.073 2.100 6.535 0.40
H 2.365 0.001 5.935 0.53
H 1.885 1.004 4.540 0.23
H 2.676 -1.453 4.174 0.41
H 1.587 -2.720 4.847 0.32
H 1.265 -2.056 3.231 -0.25
```

Its charge is +3. The value obtained for the orbital gap (alpha / beta) is 0.2492 / 0.2043 Ha. The calculation puts the energy relative to the best compared isomer or geometry (same formula, charge and spin) at 0.00 kJ/mol. The spin multiplicity is 5. For the largest force on an atom, the calculation gives 2.4 eV/Å.



2.
C32H21ClGaIN2O8PS4 | ωB97M-V/def2-TZVPD

The geometry in XYZ format:
```
71
Properties=species:S:1:pos:R:3:mulliken_charge:R:1
Ga 0.182 -0.344 -0.710 0.67
S -1.729 1.033 -0.594 -0.18
S -1.656 1.821 -2.512 -0.05
S -1.216 0.168 -3.638 -0.14
S 0.681 -0.296 -2.945 -0.35
Cl -0.491 0.095 2.366 -0.20
C -0.344 1.804 2.654 0.56
C -0.979 2.312 3.780 -0.63
C -0.840 3.651 4.099 -0.52
C -0.050 4.473 3.306 -0.94
C 0.572 3.951 2.186 -0.42
C 0.415 2.612 1.816 0.21
P 1.308 1.939 0.363 0.48
C 1.172 3.200 -0.936 0.28
C 0.236 4.229 -0.951 -0.69
C 0.127 5.056 -2.060 -0.68
C 0.945 4.857 -3.162 -0.60
C 1.864 3.817 -3.162 -0.76
C 1.973 2.983 -2.060 -0.57
C 3.005 2.118 1.029 1.12
C 3.346 1.244 2.060 -0.68
C 4.613 1.270 2.621 -0.55
C 5.556 2.176 2.156 -0.64
C 5.220 3.057 1.138 -0.66
C 3.950 3.032 0.577 -0.36
H -1.568 1.648 4.398 0.48
H -1.336 4.045 4.976 0.38
H 0.086 5.516 3.562 0.40
H 1.204 4.587 1.579 0.53
H -0.438 4.365 -0.117 0.51
H -0.614 5.845 -2.068 0.39
H 0.850 5.497 -4.030 0.37
H 2.481 3.633 -4.032 0.42
H 2.655 2.140 -2.079 0.48
H 2.617 0.521 2.414 0.20
H 4.869 0.567 3.404 0.42
H 6.551 2.190 2.582 0.39
H 5.951 3.769 0.773 0.42
H 3.704 3.719 -0.222 0.36
O -1.276 -4.012 0.407 -0.67
C -1.288 -3.040 -0.324 -0.11
O -0.706 -1.924 -0.080 -0.03
C -2.043 -3.154 -1.631 0.65
C -2.937 -2.172 -2.032 0.02
C -3.668 -2.372 -3.190 -0.34
C -3.515 -3.479 -3.998 -0.52
C -2.604 -4.426 -3.569 -0.11
C -1.882 -4.299 -2.397 -0.61
N -2.414 -5.631 -4.396 1.04
O -3.112 -5.756 -5.382 -0.63
O -1.587 -6.441 -4.035 -0.63
N -4.636 -1.340 -3.605 1.09
O -4.888 -0.455 -2.820 -0.59
O -5.172 -1.476 -4.688 -0.66
H -3.057 -1.261 -1.460 0.71
H -4.075 -3.598 -4.911 0.61
H -1.210 -5.082 -2.079 0.56
I 7.779 -3.386 2.846 0.05
C 6.181 -2.604 1.748 -0.04
C 4.881 -2.886 2.141 -0.55
C 3.825 -2.352 1.417 -0.19
C 4.070 -1.540 0.317 0.15
C 5.377 -1.278 -0.071 -0.40
C 6.441 -1.808 0.642 -0.53
C 2.942 -0.876 -0.427 0.11
O 3.178 -0.162 -1.393 -0.72
O 1.769 -1.136 0.047 0.08
H 4.691 -3.514 3.001 0.40
H 2.801 -2.556 1.700 0.54
H 5.544 -0.634 -0.924 0.46
H 7.459 -1.598 0.345 0.38
```

Its charge is -1. The value obtained for the orbital gap is 0.2492 Ha. The calculation puts the energy relative to the best compared isomer or geometry (same formula, charge and spin) at 13.65 kJ/mol. For the largest force on an atom, the calculation gives 0.5 eV/Å.



3.
C4H7NO2 | ωB97M-V/def2-TZVPD

The geometry in XYZ format:
```
14
Properties=species:S:1:pos:R:3:mulliken_charge:R:1
C 0.996 -0.143 -0.152 -0.38
C -0.993 -0.745 -2.095 0.67
C -0.922 -1.991 -1.855 -0.75
C 0.716 1.661 1.566 -0.81
N 0.519 0.439 0.890 0.30
O -1.175 0.372 -2.326 -0.38
O -0.693 -0.137 1.439 -0.53
H 1.858 0.374 -0.452 0.17
H -0.804 -0.910 0.729 0.34
H -0.422 -2.741 -2.451 0.26
H -1.426 -2.145 -0.902 0.24
H 0.892 1.364 2.616 0.29
H 1.637 2.217 1.266 0.31
H -0.185 2.385 1.729 0.26
```

Its charge is 0. The value obtained for the orbital gap is 0.3379 Ha. The calculation puts the energy relative to the best compared isomer or geometry (same formula, charge and spin) at 614.48 kJ/mol. For the largest force on an atom, the calculation gives 3.8 eV/Å.



4.
C4H6O3S | ωB97M-V/def2-TZVPD

The geometry in XYZ format:
```
14
Properties=species:S:1:pos:R:3:mulliken_charge:R:1
C 0.147 -1.231 -0.556 -0.34
C 0.334 0.300 -0.862 -0.40
C -0.673 -0.265 0.135 1.06
C -2.075 0.381 -0.420 -0.12
H 1.015 -1.898 1.193 0.34
H -0.075 -1.889 -1.524 0.25
H -0.330 0.626 -1.782 0.23
H 2.181 -0.309 -0.502 0.20
H -0.651 0.898 1.953 0.41
H -2.404 0.903 -1.540 0.22
O 1.164 -1.986 0.189 -0.53
O -0.557 -0.125 1.458 -0.64
O -2.644 0.828 0.542 -0.43
S 1.885 1.051 -0.318 -0.25
```

Its charge is 0. The value obtained for the orbital gap is 0.3390 Ha. The calculation puts the energy relative to the best compared isomer or geometry (same formula, charge and spin) at 484.32 kJ/mol. For the largest force on an atom, the calculation gives 5.3 eV/Å.



5.
C29H30ClFeN3O6P | ωB97M-V/def2-TZVPD

The geometry in XYZ format:
```
71
Properties=species:S:1:pos:R:3:mulliken_charge:R:1
Fe -2.645 0.978 0.122 0.59
O -2.647 0.087 2.413 -0.47
N -1.739 -0.639 1.676 0.37
C -1.541 -1.870 1.921 -0.81
C -0.607 -2.630 1.114 0.13
C 0.069 -3.719 1.675 -0.56
C 1.022 -4.409 0.949 -0.78
C 1.298 -4.038 -0.358 -0.84
C 0.588 -3.006 -0.951 -0.60
C -0.359 -2.289 -0.227 0.41
P -1.331 -1.027 -1.134 2.11
C -0.171 0.239 -1.744 1.03
C 1.214 0.160 -1.599 -0.78
C 2.022 1.117 -2.189 -0.54
C 1.458 2.179 -2.881 -0.81
C 0.079 2.279 -3.002 -1.00
C -0.739 1.317 -2.436 -0.77
C -1.877 -1.961 -2.585 0.95
C -1.395 -1.674 -3.864 -0.29
C -1.722 -2.514 -4.911 -0.75
C -2.552 -3.607 -4.706 -0.50
C -3.062 -3.870 -3.440 -0.82
C -2.734 -3.047 -2.380 -0.63
H -3.214 -0.485 2.969 0.35
H -2.029 -2.375 2.755 0.59
H -0.138 -4.001 2.696 0.51
H 1.545 -5.239 1.396 0.47
H 2.058 -4.551 -0.926 0.50
H 0.760 -2.746 -1.986 0.59
H 1.661 -0.667 -1.070 0.25
H 3.095 1.019 -2.143 0.53
H 2.096 2.921 -3.337 0.46
H -0.359 3.085 -3.568 0.55
H -1.812 1.355 -2.576 0.59
H -0.741 -0.832 -4.030 0.43
H -1.324 -2.315 -5.893 0.47
H -2.809 -4.249 -5.536 0.44
H -3.718 -4.712 -3.291 0.46
H -3.142 -3.233 -1.396 0.40
O -5.976 -0.377 -1.273 -0.60
Cl -4.785 0.057 -0.751 2.04
O -4.917 1.176 0.136 -0.72
O -4.103 -0.969 0.007 -0.54
O -3.849 0.465 -1.778 -0.63
C 4.844 1.712 1.142 -1.01
C 4.289 2.064 2.522 -0.90
N 2.842 2.084 2.560 0.23
C 2.137 1.010 3.214 -0.73
C 2.369 -0.344 2.545 -0.79
C 2.241 3.171 2.011 0.39
O 2.858 4.099 1.539 -0.60
C 0.734 3.214 1.982 -0.29
C 0.052 4.148 2.761 -0.23
C -1.314 4.300 2.592 -0.92
C -1.952 3.510 1.645 -0.28
N -1.300 2.610 0.918 -0.21
C 0.009 2.459 1.068 0.13
H 5.921 1.841 1.153 0.43
H 4.429 2.384 0.397 0.27
H 4.622 0.683 0.874 0.24
H 4.636 3.073 2.767 0.46
H 4.644 1.362 3.273 0.43
H 1.072 1.244 3.220 0.39
H 2.477 0.954 4.255 0.33
H 2.087 -0.308 1.497 0.01
H 1.768 -1.105 3.033 0.38
H 3.409 -0.643 2.625 0.43
H 0.592 4.740 3.486 0.58
H -1.869 5.023 3.169 0.47
H -3.013 3.599 1.460 0.49
H 0.490 1.732 0.426 0.50
```

Its charge is +2. The value obtained for the orbital gap (alpha / beta) is 0.1627 / 0.1604 Ha. The calculation puts the energy relative to the best compared isomer or geometry (same formula, charge and spin) at 357.69 kJ/mol. The spin multiplicity is 2. For the largest force on an atom, the calculation gives 2.9 eV/Å.



6.
C13H24N4O4ReS6 | ωB97M-V/def2-TZVPD

The geometry in XYZ format:
```
52
Properties=species:S:1:pos:R:3:mulliken_charge:R:1
Re 0.633 0.612 -0.630 1.99
C -2.997 -2.308 1.108 -0.71
C -3.442 -1.447 -0.073 -0.83
N -2.701 -0.211 -0.221 0.43
C -3.055 0.925 0.583 -1.10
C -1.951 1.311 1.554 -0.87
N -0.621 1.659 0.959 -0.69
C 0.266 2.077 2.086 -0.87
C 0.928 0.910 2.809 -0.37
C 2.186 0.356 2.154 -0.84
N 1.970 -0.377 0.882 -0.58
C 1.888 -1.853 1.032 -1.09
C 0.710 -2.326 1.872 -0.67
N -0.561 -1.845 1.366 0.22
C -1.569 -2.848 1.048 -0.79
H -3.150 -1.777 2.056 0.28
H -3.670 -3.169 1.145 0.41
H -3.288 -2.022 -0.989 0.36
H -4.526 -1.267 0.010 0.33
H -2.577 0.038 -1.188 -0.04
H -3.333 1.788 -0.030 0.43
H -3.931 0.701 1.208 0.36
H -2.272 2.190 2.124 0.44
H -1.801 0.517 2.282 0.45
H -0.805 2.496 0.403 0.51
H 1.025 2.754 1.695 0.39
H -0.339 2.650 2.794 0.53
H 1.225 1.268 3.798 0.43
H 0.202 0.121 2.997 0.22
H 2.859 1.183 1.925 0.47
H 2.702 -0.308 2.855 0.44
H 2.805 -0.226 0.314 0.51
H 1.831 -2.259 0.021 0.41
H 2.821 -2.204 1.488 0.53
H 0.731 -3.420 1.867 0.57
H 0.863 -2.040 2.919 0.28
H -0.965 -1.146 1.962 -0.39
H -1.381 -3.244 0.044 0.38
H -1.487 -3.691 1.750 0.56
O -3.031 -0.985 -6.276 -0.56
C -2.413 -0.712 -5.290 0.60
S -1.624 -1.927 -4.254 -0.13
C -0.986 -0.793 -3.086 0.13
C -1.233 0.511 -3.298 0.08
S -0.659 1.776 -2.227 -0.43
S -2.150 0.952 -4.719 -0.16
S -0.167 -1.418 -1.682 -0.49
O 2.294 0.163 -1.783 -0.64
S 3.032 1.499 -2.107 1.06
O 4.431 1.368 -1.847 -0.60
O 2.593 2.030 -3.356 -0.54
S 2.099 2.520 -0.517 -0.40
```

Its charge is 0. The value obtained for the orbital gap (alpha / beta) is 0.2635 / 0.2232 Ha. The spin multiplicity is 4. For the largest force on an atom, the calculation gives 0.7 eV/Å.